Below is a structure of composition C33H37ClN2O3PtSi, with properties calculated with ωB97M-V/def2-TZVPD.

E_LUMO = 0.1 eV
Energy relative to the best compared isomer or geometry (same formula, charge and spin) = 0.0 kcal/mol

Last column: Löwdin charge in e.
CARTESIAN COORDINATES (ANGSTROEM)
Pt: -0.2245 0.5541 0.9774  1.05
C: 0.5281 2.4304 0.6826  -0.37
Si: 2.0353 2.2092 -0.3512  0.60
C: 2.7239 0.6392 0.4430  -0.23
N: 1.6207 -0.3681 0.5595  -0.31
C: 1.4757 -1.0971 -0.7674  -0.17
C: 1.4695 -2.6060 -0.6127  -0.18
C: 2.7575 -3.0995 0.0462  -0.18
C: 3.0964 -2.2612 1.2969  -0.16
C: 1.9424 -1.3369 1.6510  -0.20
C: 1.6593 1.9286 -2.1670  -0.26
C: 2.6695 1.5615 -3.0605  -0.11
C: 2.4023 1.3595 -4.4057  -0.09
C: 1.1102 1.5278 -4.8869  -0.09
C: 0.0933 1.8944 -4.0189  -0.08
C: 0.3698 2.0909 -2.6720  -0.09
C: 3.3496 3.5506 -0.2201  -0.23
C: 3.6717 4.3858 -1.2915  -0.09
C: 4.6354 5.3778 -1.1686  -0.09
C: 5.3012 5.5538 0.0348  -0.09
C: 4.9941 4.7394 1.1161  -0.09
C: 4.0278 3.7536 0.9859  -0.10
H: -0.2270 3.0936 0.2492  0.00
H: 0.8025 2.8705 1.6508  0.00
H: 3.0455 0.9046 1.4544  0.09
H: 3.5868 0.1978 -0.0636  0.09
H: 2.3166 -0.8055 -1.4003  0.11
H: 0.5593 -0.7598 -1.2439  0.09
H: 1.3711 -3.0385 -1.6104  0.12
H: 0.5825 -2.9094 -0.0554  0.10
H: 3.5753 -3.0311 -0.6757  0.11
H: 2.6604 -4.1552 0.3038  0.11
H: 4.0071 -1.6812 1.1385  0.10
H: 3.2885 -2.9027 2.1584  0.11
H: 2.1466 -0.7471 2.5440  0.12
H: 1.0432 -1.9138 1.8515  0.10
H: 3.6863 1.4341 -2.7010  0.11
H: 3.1992 1.0725 -5.0802  0.10
H: 0.8986 1.3735 -5.9374  0.10
H: -0.9155 2.0256 -4.3899  0.10
H: -0.4346 2.3649 -1.9989  0.08
H: 3.1636 4.2597 -2.2406  0.10
H: 4.8669 6.0131 -2.0144  0.10
H: 6.0551 6.3246 0.1321  0.10
H: 5.5067 4.8743 2.0603  0.10
H: 3.7963 3.1367 1.8482  0.10
C: -4.9815 -3.4700 -2.6403  -0.08
O: -5.1528 -3.8639 -1.2920  -0.08
C: -4.2550 -3.3964 -0.3868  -0.29
C: -4.4734 -3.8322 0.9417  -0.02
C: -3.6258 -3.3924 1.9124  -0.05
C: -2.5407 -2.5142 1.6621  -0.11
C: -1.7336 -2.0631 2.7648  -0.40
C: -1.9675 -2.6440 4.1505  -0.02
O: -0.8494 -1.2004 2.6803  -0.08
C: -2.3067 -2.0824 0.3096  -0.36
O: -1.3713 -1.3040 -0.0636  -0.15
C: -3.2141 -2.5623 -0.6924  0.04
H: -5.7788 -3.9512 -3.2004  0.09
H: -4.0131 -3.7975 -3.0265  0.10
H: -5.0622 -2.3849 -2.7454  0.08
H: -5.2988 -4.4970 1.1513  0.11
H: -3.8054 -3.7242 2.9261  0.10
H: -1.8673 -3.7298 4.1505  0.09
H: -2.9680 -2.4062 4.5158  0.08
H: -1.2321 -2.2107 4.8235  0.08
H: -3.0280 -2.2113 -1.6970  0.11
Cl: -5.2671 0.7061 -1.0590  0.71
C: -4.2839 0.8574 0.3530  -0.64
C: -4.8242 0.7110 1.6159  -0.06
C: -3.9900 0.8781 2.7081  -0.04
C: -2.6527 1.1500 2.5007  -0.11
N: -2.1262 1.2509 1.2701  -0.09
C: -2.9354 1.1223 0.2103  -0.14
H: -5.8732 0.4781 1.7356  0.12
H: -4.3675 0.7841 3.7159  0.11
H: -1.9621 1.2876 3.3194  0.12
H: -2.4821 1.2232 -0.7647  0.11


Below is a structure of composition C33H37F6N9O4PbSb, with properties calculated with ωB97M-V/def2-TZVPD.

E_LUMO (alpha / beta) = -0.7 / -1.0 eV
Spin multiplicity = 2
Energy relative to the best compared isomer or geometry (same formula, charge and spin) = 7.0 kcal/mol
⟨S²⟩ = 0.75

Last column: Löwdin spin population.
CARTESIAN COORDINATES (ANGSTROEM)
Pb: -1.1394 -0.4069 -0.2848  0.00
C: -3.9454 3.0233 1.5080  0.00
C: -3.2244 1.7570 1.1700  0.00
N: -2.5579 1.5867 0.0852  0.00
N: -2.5114 2.5978 -0.8276  0.00
C: -1.9962 2.2033 -1.9881  0.00
O: -1.6294 1.0411 -2.3124  0.00
C: -1.8220 3.2978 -3.0007  0.00
C: -2.0526 4.6369 -2.6956  0.00
C: -1.8359 5.6174 -3.6511  0.00
C: -1.3886 5.2702 -4.9205  0.00
C: -1.1587 3.9369 -5.2296  0.00
C: -1.3728 2.9562 -4.2716  0.00
C: -3.2763 0.6163 2.1178  0.00
C: -3.9485 0.7040 3.3282  0.00
C: -3.9593 -0.3916 4.1759  0.00
C: -3.3205 -1.5562 3.7898  0.00
C: -2.6737 -1.5691 2.5657  0.00
N: -2.6507 -0.5113 1.7604  0.00
H: -3.8089 3.7405 0.7064  0.00
H: -3.5525 3.4358 2.4401  0.00
H: -5.0123 2.8365 1.6464  0.00
H: -2.3954 4.8915 -1.7024  0.00
H: -2.0145 6.6570 -3.4071  0.00
H: -1.2240 6.0380 -5.6661  0.00
H: -0.8151 3.6632 -6.2197  0.00
H: -1.1991 1.9087 -4.4856  0.00
H: -4.4248 1.6263 3.6250  0.00
H: -4.4508 -0.3274 5.1373  0.00
H: -3.2921 -2.4253 4.4307  0.00
H: -2.1405 -2.4446 2.2069  0.00
N: 0.4798 -0.8315 1.7051  0.00
C: 1.3274 -2.0280 1.6985  0.00
C: 1.5440 -2.5071 3.1513  0.00
C: 2.3704 -3.7638 3.4384  0.00
C: 3.8046 -3.7345 2.9197  0.00
N: 3.7987 -3.9518 1.4836  0.00
C: 4.7943 -3.7398 0.6807  0.00
N: 6.0341 -3.4288 1.1208  0.00
N: 4.5981 -3.8481 -0.6531  0.00
C: 0.6825 -3.0990 0.8001  0.00
O: 1.4580 -3.9898 0.3231  0.00
O: -0.5294 -3.0057 0.5635  0.00
H: 1.0427 -0.0078 1.8923  0.00
H: -0.1660 -0.8876 2.4885  0.00
H: 2.2834 -1.7460 1.2530  0.00
H: 0.5502 -2.6547 3.5812  0.00
H: 1.9900 -1.6713 3.6939  0.00
H: 1.8747 -4.6522 3.0376  0.00
H: 2.4188 -3.8843 4.5215  0.00
H: 4.3795 -4.5307 3.4022  0.00
H: 4.2725 -2.7739 3.1714  0.00
H: 2.8075 -4.0868 1.0249  0.00
H: 6.1365 -3.1510 2.0820  0.00
H: 6.6827 -3.0169 0.4728  0.00
H: 3.6914 -4.1829 -0.9469  0.00
H: 5.3801 -4.0449 -1.2514  0.00
C: 1.5643 -1.0800 -3.5723  0.02
N: 1.8486 -0.2252 -2.4134  0.11
C: 1.6532 1.1703 -2.5376  0.02
C: 1.2109 1.9434 -1.5446  0.01
C: 1.2832 3.3984 -1.4930  0.01
C: 0.8435 3.7480 -0.2700  0.00
C: 0.4457 2.5144 0.3877  0.01
N: 0.6541 1.4576 -0.3469  0.00
C: 0.0873 -1.2770 -3.7749  0.00
C: -0.5865 -0.6197 -4.7941  0.00
C: -1.9533 -0.7962 -4.9577  0.00
C: -2.6497 -1.6352 -4.1013  0.00
C: -1.9785 -2.3035 -3.0856  0.00
C: -0.6131 -2.1281 -2.9247  0.00
H: 2.0523 -2.0332 -3.3719  0.01
H: 2.0250 -0.6340 -4.4583  0.00
H: 1.9810 1.6188 -3.4705  0.00
H: 1.6516 4.0298 -2.2862  0.00
H: 0.7544 4.7374 0.1478  0.00
H: 0.0083 2.4258 1.3738  0.00
H: -0.0413 0.0411 -5.4595  0.00
H: -2.4765 -0.2710 -5.7462  0.00
H: -3.7157 -1.7724 -4.2271  0.00
H: -2.5140 -2.9605 -2.4119  0.00
H: -0.0953 -2.6613 -2.1323  0.00
F: -0.7639 1.4436 3.0997  0.00
Sb: -0.0287 1.3070 4.8658  0.00
F: 0.7428 1.1521 6.5695  0.00
F: -0.5021 -0.5359 4.8352  0.00
F: 1.6179 0.8141 4.0418  0.00
F: -1.7265 1.7182 5.5746  0.00
F: 0.4434 3.1247 4.7449  0.00
O: 3.1696 -0.2157 -0.4840  0.30
C: 2.6948 -0.6868 -1.4622  0.49


Below is a structure of composition C33H37IrN8O2Te, with properties calculated with ωB97M-V/def2-TZVPD.

Total charge = +3
E_LUMO (alpha / beta) = -8.0 / -10.3 eV
Spin multiplicity = 6
⟨S²⟩ = 8.78

Last column: Löwdin spin population.
CARTESIAN COORDINATES (ANGSTROEM)
Ir: -1.4418 1.0564 -0.9745  2.46
C: 1.0540 4.5763 -1.6070  0.00
C: 0.5833 3.2782 -1.4414  0.03
N: -0.6857 3.0113 -1.1376  0.05
C: -1.5641 4.0418 -0.9837  0.01
C: -1.1588 5.3759 -1.1005  0.00
C: 0.1863 5.6260 -1.4232  0.01
C: -2.1143 6.4277 -0.9012  0.00
C: -3.4005 6.1434 -0.6112  0.00
C: -3.8470 4.7831 -0.5153  0.00
C: -5.1860 4.4367 -0.2448  0.01
C: -5.5480 3.1159 -0.1921  0.00
C: -4.5731 2.1381 -0.4162  0.02
N: -3.3105 2.4365 -0.6652  0.13
C: -2.9386 3.7391 -0.7079  0.01
H: 2.0889 4.7391 -1.8701  0.00
H: 1.2412 2.4268 -1.5617  0.01
H: 0.5271 6.6485 -1.5291  0.00
H: -1.7794 7.4526 -0.9909  0.00
H: -4.1210 6.9364 -0.4596  0.00
H: -5.9183 5.2180 -0.0841  0.00
H: -6.5666 2.8178 0.0108  0.00
H: -4.8346 1.0879 -0.3917  0.00
C: 9.1259 0.6456 0.5350  0.03
C: 7.6450 0.5786 0.6669  0.14
C: 6.8862 -0.2961 -0.1335  0.02
C: 5.5229 -0.3828 -0.0168  0.06
C: 4.7385 -1.3125 -0.8983  0.04
C: 4.8827 0.4506 0.9474  0.22
Te: 2.8637 0.3145 1.1661  1.25
C: 5.6244 1.3441 1.7757  0.07
C: 4.9802 2.2248 2.8076  0.04
C: 6.9869 1.3840 1.6095  0.01
H: 9.4996 -0.0012 -0.2541  0.00
H: 9.5967 0.3557 1.4781  0.01
H: 9.4424 1.6716 0.3347  0.01
H: 7.3994 -0.9231 -0.8520  0.00
H: 5.3886 -2.0641 -1.3412  0.00
H: 4.2659 -0.7617 -1.7158  0.00
H: 3.9617 -1.8468 -0.3424  0.02
H: 3.9136 2.0267 2.9422  0.03
H: 5.0893 3.2757 2.5368  0.00
H: 5.4556 2.0851 3.7782  0.00
H: 7.5756 2.0479 2.2323  0.00
C: -1.3012 -5.1349 -0.8148  0.00
C: -0.9931 -5.0213 -2.3042  0.00
C: -2.1761 -4.4544 -3.0829  0.00
C: 0.2959 -4.2376 -2.5655  0.00
N: 0.2040 -2.8394 -2.1053  0.01
C: -0.3486 -1.7795 -2.6890  0.02
N: -0.2444 -0.7614 -1.8581  0.10
N: 0.3788 -1.2349 -0.7527  0.04
N: 0.6482 -2.4737 -0.8975  0.01
H: -2.2358 -5.6750 -0.6668  0.00
H: -1.4165 -4.1480 -0.3541  0.00
H: -0.5170 -5.6690 -0.2782  0.00
H: -0.7771 -6.0198 -2.6935  0.00
H: -2.5031 -3.4950 -2.6665  0.00
H: -3.0261 -5.1323 -3.0187  0.00
H: -1.9457 -4.3183 -4.1416  0.00
H: 0.5323 -4.2079 -3.6283  0.00
H: 1.1400 -4.6646 -2.0281  0.00
H: -0.7773 -1.7688 -3.6772  0.00
O: -1.3585 -1.9526 5.5837  0.00
C: -2.6633 -2.3157 5.2025  0.00
N: -2.6649 -2.1481 3.7594  0.00
C: -3.8043 -2.0245 3.0562  0.00
O: -4.9201 -2.0877 3.5243  0.00
C: -3.6532 -1.7631 1.5747  0.00
C: -4.5732 -2.3381 0.7047  0.00
C: -4.5066 -2.0365 -0.6463  0.00
C: -3.5599 -1.1283 -1.0780  0.01
N: -2.6871 -0.5490 -0.2381  0.06
C: -2.7262 -0.8750 1.0660  0.01
H: -1.2260 -2.1684 6.5128  0.00
H: -3.4288 -1.6624 5.6247  0.00
H: -2.8913 -3.3515 5.4677  0.00
H: -1.7663 -2.2153 3.3104  0.00
H: -5.3348 -2.9964 1.1042  0.00
H: -5.1953 -2.4719 -1.3569  0.00
H: -3.5020 -0.8314 -2.1190  0.00
H: -2.0126 -0.3783 1.7114  0.00